Record 1
A cluster of 3 separate species, C4H6N2OS in total in a non-equilibrium geometry, computed with ωB97M-V with the def2-TZVPD basis set.

Structure (XYZ):
```
14
Properties=species:S:1:pos:R:3:forces:R:3
C -2.895053 0.547548 1.408798 -0.72 -0.79 -2.86
C -1.555869 0.143297 0.503301 -1.45 -0.38 3.15
C -1.024159 -1.150970 0.209544 -2.55 3.11 2.58
C 0.456403 0.418087 -0.164198 -0.93 3.14 1.65
H -3.534854 -0.278876 1.934206 1.89 1.21 -0.90
H -2.503578 1.302735 2.077934 -0.27 -0.03 0.32
H -3.697455 1.048912 0.706378 1.73 -0.74 1.25
H -1.321954 -2.136575 0.502164 -0.34 -0.17 -0.37
H 1.473178 -0.936126 -1.532304 -0.99 -3.56 2.97
H 2.416202 0.940464 0.961169 0.05 -0.37 -3.99
N 0.248864 -0.861739 -0.018741 -0.50 -3.15 -2.25
N -0.583689 1.140952 0.412581 0.62 -2.49 -2.63
O 0.891176 -1.847210 -0.713237 3.40 3.12 -3.30
S 2.030932 0.820931 -0.840325 0.05 1.11 4.38
```
Positions in Å, forces in eV/Å.

F_max: 5.67 eV/Å
E_HOMO: -8.52 eV
energy relative to the best compared isomer or geometry (same formula, charge and spin): 780.7 kJ/mol

Here are the natural (NBO) charges for atoms 1 to 6, given in e:
1. C -0.648
2. C 0.144
3. C -0.142
4. C 0.093
5. H 0.224
6. H 0.229



Record 2
The molecule C4H6N2OS in a non-equilibrium geometry, computed with ωB97M-V with the def2-TZVPD basis set.

Structure (XYZ):
```
14
Properties=species:S:1:pos:R:3:forces:R:3
C -1.479856 0.684735 0.043745 1.52 0.83 1.16
C 0.870716 -1.157958 0.015281 -0.62 0.54 0.03
C -1.722306 1.902484 -0.333538 -2.59 -1.64 -1.68
C -0.539401 -1.553002 -0.428473 1.24 -1.67 2.70
N 0.832080 -0.076262 0.841610 0.35 0.37 -0.10
N 1.950572 0.660599 0.895018 0.08 0.41 2.94
O 1.853511 -1.807775 -0.333166 -0.60 0.66 0.12
S -1.886216 -0.827004 0.559596 0.09 -0.43 -0.73
H -2.637822 2.044395 -0.945335 -0.32 -0.39 0.71
H -1.201106 2.757449 -0.567442 2.29 1.50 0.50
H -0.620506 -1.277315 -1.413405 -0.56 0.38 -2.42
H -0.473267 -2.629928 -0.283394 -0.76 -0.20 -0.38
H 2.571648 0.629689 0.148016 1.13 -0.54 -1.77
H 2.481956 0.649896 1.801487 -1.25 0.18 -1.08
```
Positions in Å, forces in eV/Å.

F_max: 3.49 eV/Å
E_HOMO (spin up / spin down): -7.17 / -8.48 eV
energy relative to the best compared isomer or geometry (same formula, charge and spin): 617.9 kJ/mol

Here are the natural (NBO) charges for atoms 1 to 6, given in e:
1. C -0.101
2. C 0.598
3. C -0.488
4. C -0.605
5. N -0.295
6. N -0.578



Record 3
The molecule C4H6N2OS in a non-equilibrium geometry, computed with ωB97M-V with the def2-TZVPD basis set.

Structure (XYZ):
```
14
Properties=species:S:1:pos:R:3:forces:R:3
O -0.677136 1.666066 1.580597 0.00 -1.26 -2.44
C -0.387133 0.238252 1.500054 0.29 1.31 1.02
S -1.720291 -0.925695 2.042233 0.15 0.35 0.37
N 0.002409 -0.041411 0.167662 0.37 -0.63 -1.25
C 1.058543 -0.816292 -0.191452 -1.19 1.88 -0.44
C 1.219144 -0.547672 -1.537373 -1.11 -0.30 1.18
C 0.166093 0.285635 -1.910005 0.74 0.07 1.23
N -0.551673 0.597821 -0.849310 -0.86 0.94 0.01
H -0.800944 1.967858 0.571356 0.19 -1.10 2.96
H 0.534365 -0.036090 2.138990 -1.68 0.74 -0.60
H -2.312565 -1.145630 0.860040 0.15 0.28 -0.11
H 1.453712 -1.226692 0.691751 1.44 -1.19 0.09
H 1.906491 -0.821541 -2.231548 2.13 -1.23 -1.40
H 0.108985 0.805392 -2.832995 -0.63 0.13 -0.61
```
Positions in Å, forces in eV/Å.

F_max: 3.16 eV/Å
E_HOMO: -9.47 eV
energy relative to the best compared isomer or geometry (same formula, charge and spin): 278.1 kJ/mol
structure (SMILES): O[C@@H](S)n1cccn1

Here are the natural (NBO) charges for atoms 1 to 6, given in e:
1. O -0.722
2. C 0.156
3. S -0.052
4. N -0.196
5. C -0.032
6. C -0.321



Record 4
A structure of composition C4H6N2S in a non-equilibrium geometry, computed with ωB97M-V with the def2-TZVPD basis set.

Structure (XYZ):
```
13
Properties=species:S:1:pos:R:3:forces:R:3
C -2.824138 -0.793135 0.058106 4.59 0.67 -0.50
C -1.782564 0.284595 0.022007 -7.06 -0.58 0.63
C -0.374919 0.121623 -0.094447 0.02 4.18 1.39
C 1.564477 -1.240668 -0.001043 -3.54 -5.45 -1.84
H -3.862272 -0.531072 -0.072497 -0.05 0.16 0.44
H -2.647689 -2.073982 0.071476 -0.14 4.14 -0.15
H -2.098175 1.582688 0.210405 0.70 -4.66 -0.99
H -0.505795 -1.771655 -0.060786 -1.18 -2.78 -0.04
H 1.580970 -2.277793 -0.261345 1.09 -1.13 -0.14
H 2.286096 0.310802 0.424563 0.60 1.05 -0.49
N 0.139121 -1.068540 -0.023661 3.34 3.22 0.44
N 2.581579 -0.586908 0.054532 1.68 2.40 1.55
S 0.419051 1.632166 -0.027228 -0.02 -1.22 -0.28
```
Positions in Å, forces in eV/Å.

F_max: 7.11 eV/Å
E_HOMO: -8.55 eV
energy relative to the best compared isomer or geometry (same formula, charge and spin): 433.0 kJ/mol

Here are the natural (NBO) charges for atoms 1 to 6, given in e:
1. C -0.370
2. C -0.263
3. C 0.065
4. C 0.282
5. H 0.216
6. H 0.198



Record 5
The molecule C4H6N2S in a non-equilibrium geometry, computed with ωB97M-V with the def2-TZVPD basis set.

Structure (XYZ):
```
13
Properties=species:S:1:pos:R:3:forces:R:3
C -1.632474 -0.341494 -0.065480 2.91 -1.53 -1.11
N -0.852193 -1.189151 -0.746202 -1.70 2.01 1.06
S 0.853899 -1.160244 -0.817219 -1.21 -0.56 -0.45
C 1.433440 0.282204 0.077977 0.38 0.76 1.51
C 0.270168 1.202147 0.201589 -0.24 -0.02 -1.86
N -0.554556 1.892559 1.165017 0.65 1.11 2.86
C -0.842359 0.505118 0.907964 -0.94 -0.43 -1.54
H -2.687674 -0.415515 -0.281306 -0.18 0.05 0.29
H 2.253349 0.744085 -0.405019 0.85 0.30 -1.07
H 1.835403 -0.061742 1.001949 0.13 -0.18 1.08
H 0.072265 1.650582 -0.814404 -0.24 -0.73 1.07
H -0.151541 1.897519 2.170207 -0.77 0.31 -2.19
H -0.509585 -0.062732 1.740089 0.36 -1.10 0.35
```
Positions in Å, forces in eV/Å.

F_max: 3.47 eV/Å
E_HOMO: -8.57 eV
energy relative to the best compared isomer or geometry (same formula, charge and spin): 385.8 kJ/mol
structure (SMILES): C1=NSC[C@@H]2N[C@@H]12

Here are the natural (NBO) charges for atoms 1 to 6, given in e:
1. C 0.062
2. N -0.548
3. S 0.447
4. C -0.573
5. C -0.097
6. N -0.530



Record 6
The molecule C4H6N2S in a non-equilibrium geometry, computed with ωB97M-V with the def2-TZVPD basis set.

Structure (XYZ):
```
13
Properties=species:S:1:pos:R:3:forces:R:3
N 3.113160 -0.749989 0.101277 -6.30 1.07 -1.90
C 1.960907 -0.568403 -0.236878 6.14 -1.11 2.16
C 0.531144 -0.422773 -0.640637 2.78 -0.03 -0.44
N 0.189273 1.007358 -0.753009 3.28 3.80 -5.58
C -0.541599 1.149764 0.413419 0.06 1.00 4.33
C -0.427762 -0.367009 0.552102 -2.32 -2.15 -0.46
S -2.038120 -0.721794 -0.339942 -0.03 -4.92 3.44
H 0.489626 -1.262284 -1.502793 -0.93 2.27 1.63
H 0.802405 1.925061 -1.325909 -2.45 -4.23 2.44
H -0.160787 1.736757 1.330346 0.22 -0.59 -1.45
H -1.602055 1.428658 0.347046 0.34 0.41 -0.24
H -0.323783 -1.080915 1.442588 0.12 1.74 -1.21
H -1.992409 -2.074427 0.612385 -0.91 2.73 -2.73
```
Positions in Å, forces in eV/Å.

F_max: 7.51 eV/Å
E_HOMO: -9.07 eV
energy relative to the best compared isomer or geometry (same formula, charge and spin): 518.6 kJ/mol
structure (SMILES): N#C[C@@H]1NC[C@H]1S

Here are the natural (NBO) charges for atoms 1 to 6, given in e:
1. N -0.327
2. C 0.250
3. C -0.163
4. N -0.631
5. C -0.224
6. C -0.291